C3H7N3O | wB97M-V/def2-TZVPD

CARTESIAN COORDINATES (ANGSTROEM)
C (1.55384, -1.45569, 0.64203)
N (0.61344, -0.44823, 0.01625)
N (-0.45848, -1.12652, -0.49488)
C (-1.63836, -0.67257, -0.57905)
C (-2.01189, 0.55078, 0.02671)
N (-2.44421, 1.44572, 0.63242)
H (1.64202, -2.32891, 0.01234)
H (2.55399, -0.91233, 0.51878)
H (1.27806, -1.76073, 1.66379)
H (0.30358, 0.25059, 0.72200)
H (-2.37833, -1.32193, -1.11526)
O (2.59582, 1.70479, -0.41906)
H (2.47355, 1.82571, 0.57172)
H (1.96374, 0.97736, -0.63553)

Summary:
Energy relative to the best compared isomer or geometry (same formula, charge and spin) ... 68.5 kcal/mol
E_HOMO ... -10.140 eV
SMILES ... CN/N=C\C#N.O
Kohn-Sham gap ... 10.19 eV

C9H19N2O3P | wB97M-V/def2-TZVPD

CARTESIAN COORDINATES (ANGSTROEM)
C (0.39807, -1.68474, 0.02529)
C (-1.12706, -1.44674, -0.27404)
C (-1.20915, 0.02168, -0.02814)
C (-2.03482, -2.19873, 0.61947)
C (-2.36477, 2.19520, 0.69264)
C (-3.05574, 1.04154, -1.50282)
C (2.79759, 2.18419, 0.97883)
C (3.94578, -1.49943, -0.28644)
C (-2.46725, 0.87710, -0.11034)
N (0.80961, -0.42353, 0.50607)
N (-0.14607, 0.56355, 0.38451)
O (1.91601, -0.10954, -1.82788)
O (2.22085, 1.72456, -0.17537)
O (3.39711, -0.30264, 0.32379)
P (2.05581, 0.21336, -0.44530)
H (0.60749, -2.42264, 0.77077)
H (1.00319, -1.97361, -0.88717)
H (-1.20978, -1.59075, -1.35671)
H (-3.15366, -1.94303, 0.29745)
H (-1.83916, -1.83804, 1.67921)
H (-1.79543, -3.24019, 0.53677)
H (-3.33129, 2.56968, 0.79610)
H (-1.68252, 2.81111, 0.06455)
H (-1.82991, 2.03068, 1.63473)
H (-4.07293, 1.61565, -1.46894)
H (-3.35935, 0.07312, -1.86708)
H (-2.42698, 1.50305, -2.14876)
H (3.28493, 3.12916, 0.84403)
H (3.62286, 1.44338, 1.21715)
H (2.18178, 2.15899, 1.76131)
H (4.79705, -1.38245, -0.91886)
H (3.14324, -2.09589, -0.78318)
H (4.20223, -2.25312, 0.43784)
H (-3.27773, 0.24905, 0.51052)

Summary:
Energy relative to the best compared isomer or geometry (same formula, charge and spin) ... 28.5 kcal/mol
E_HOMO ... -8.742 eV
Kohn-Sham gap ... 9.58 eV

C12H26IrN3SeSi | wB97M-V/def2-TZVPD

CARTESIAN COORDINATES (ANGSTROEM)
Ir (-0.80567, -0.27737, 0.73557)
N (-1.12614, 1.79013, 0.88890)
C (0.01185, 2.75625, 0.81719)
C (1.10286, 2.40081, 1.80399)
C (1.90552, 1.18755, 1.38428)
N (1.12926, -0.08380, 1.50153)
H (-1.77644, 2.02848, 0.14121)
H (-1.63731, 1.97526, 1.75293)
H (-0.37678, 3.75527, 1.01215)
H (0.39171, 2.72764, -0.20431)
H (0.69489, 2.27670, 2.81368)
H (1.79105, 3.24517, 1.86783)
H (2.80789, 1.08456, 1.98798)
H (2.20140, 1.28630, 0.34419)
H (1.05829, -0.29476, 2.49808)
H (1.70828, -0.82756, 1.11296)
N (-1.08618, -2.36340, 0.54095)
C (-2.38514, -1.79997, 0.80381)
C (-2.90375, -1.82531, 2.11408)
C (-4.02210, -1.07175, 2.39709)
C (-4.63349, -0.28031, 1.40983)
C (-4.11966, -0.24526, 0.13684)
C (-2.95797, -0.97816, -0.19176)
H (-0.77185, -3.03876, 1.23049)
H (-0.93884, -2.71002, -0.40621)
H (-2.45595, -2.46146, 2.86787)
H (-4.44203, -1.10530, 3.39383)
H (-5.52772, 0.27757, 1.65118)
H (-4.61554, 0.32032, -0.64099)
H (-2.63739, -1.06411, -1.22198)
C (3.03408, 1.24013, -2.40064)
Si (2.16045, -0.40677, -2.26554)
C (1.74752, -1.08728, -3.94473)
C (3.04086, -1.63115, -1.16778)
Se (-0.08325, -0.15958, -1.58029)
H (3.92246, 1.11030, -3.02589)
H (3.38791, 1.65549, -1.45898)
H (2.39948, 1.97429, -2.89926)
H (2.67727, -1.21124, -4.50810)
H (1.11088, -0.41273, -4.51896)
H (1.26313, -2.06138, -3.88178)
H (3.94647, -1.95577, -1.68836)
H (2.44087, -2.52510, -0.99112)
H (3.36882, -1.21393, -0.21176)

Summary:
Energy relative to the best compared isomer or geometry (same formula, charge and spin) ... 0.0 kcal/mol
E_HOMO ... -14.678 eV
Charge ... +2
Kohn-Sham gap ... 6.62 eV

C46H40FN3O9P2 | wB97M-V/def2-TZVPD

CARTESIAN COORDINATES (ANGSTROEM)
C (1.49769, 0.97999, 0.92761)
C (1.50338, 1.45532, -0.51343)
C (0.60281, 0.63171, -1.65525)
C (1.26002, -0.69603, -2.40306)
C (2.79620, -1.25453, -2.07617)
C (3.96187, -0.11813, -2.27187)
C (5.09080, -0.47257, -3.41093)
C (6.36602, 0.57211, -3.14030)
N (6.03825, 1.98958, -3.65150)
C (0.25918, -1.47442, -3.49237)
F (0.74140, -2.71121, -4.20002)
C (-1.25694, -0.88371, -3.79082)
C (-2.21231, -1.67783, -4.90452)
C (-3.61869, -2.24897, -4.24888)
C (-4.96890, -1.63568, -5.02240)
C (-6.12936, -1.12941, -3.93654)
O (-6.24747, -1.65011, -2.69014)
O (-7.12372, -0.08261, -4.32527)
C (-1.87894, 0.48175, -3.05134)
N (-3.26160, 0.88839, -3.47998)
C (-3.64189, 2.09540, -2.66943)
P (-5.41314, 2.82688, -3.01484)
P (-5.28062, 5.01634, -2.86874)
O (-3.79881, 5.55833, -2.96275)
O (-6.00752, 5.45459, -1.30975)
O (-6.17344, 5.66088, -4.22894)
C (-2.76179, 2.85874, -1.53420)
N (-1.36583, 2.41909, -1.19482)
C (-0.91377, 1.20820, -1.96064)
H (1.66435, 1.80491, 1.76627)
H (1.27612, -0.16298, 1.18683)
H (2.15883, 2.40203, -0.82772)
H (3.00693, -2.27129, -2.62976)
H (2.77570, -1.52350, -0.91492)
H (3.47290, 0.92735, -2.50907)
H (4.55947, 0.01744, -1.24861)
H (4.62270, -0.19371, -4.46007)
H (5.45490, -1.58976, -3.41034)
H (7.38365, 0.16075, -3.55537)
H (6.52258, 0.70660, -1.96626)
H (6.40353, 2.09456, -4.64580)
H (4.99964, 2.14731, -3.62568)
H (-2.49505, -0.96690, -5.82068)
H (-1.59483, -2.62678, -5.28251)
H (-3.68192, -1.79400, -3.14713)
H (-3.65817, -3.41612, -4.15058)
H (-4.68766, -0.66710, -5.64218)
H (-5.46876, -2.47916, -5.66356)
H (-6.77313, 0.47778, -5.07842)
H (-6.22710, 2.29654, -1.92004)
H (-6.33968, 4.57179, -0.91797)
H (-5.48377, 5.96650, -4.91183)
H (-3.21572, 3.79513, -0.99739)
O (4.78682, 1.43460, 1.80002)
C (5.69683, 1.06474, 2.53166)
C (5.46393, 0.01300, 3.54244)
C (4.19843, -0.57854, 3.64878)
C (3.98136, -1.60062, 4.57395)
C (5.02374, -2.03510, 5.39230)
C (6.28055, -1.43494, 5.30010)
C (6.49940, -0.40458, 4.37764)
C (7.82711, 0.23654, 4.29958)
O (8.72098, -0.09268, 5.07081)
C (8.06560, 1.27362, 3.27638)
C (9.33241, 1.86284, 3.16982)
C (9.57682, 2.81974, 2.18368)
C (8.56061, 3.18984, 1.30322)
C (7.29328, 2.61432, 1.41700)
C (7.04355, 1.65762, 2.40957)
H (3.38154, -0.24837, 3.00947)
H (2.99938, -2.06203, 4.65215)
H (4.85792, -2.84035, 6.10451)
H (7.08818, -1.77579, 5.94581)
H (10.13202, 1.57532, 3.85051)
H (10.56211, 3.27318, 2.09992)
H (8.75378, 3.92868, 0.52844)
H (6.50448, 2.91118, 0.72759)
O (-7.79402, -1.37816, 2.66866)
C (-6.61494, -1.66753, 2.83072)
C (-6.22240, -2.66801, 3.84414)
C (-7.20880, -3.30401, 4.60915)
C (-6.84896, -4.27917, 5.54041)
C (-5.50788, -4.62256, 5.70951)
C (-4.52213, -3.97752, 4.96085)
C (-4.87959, -2.99385, 4.03075)
C (-3.82870, -2.30422, 3.25617)
O (-2.64556, -2.55143, 3.45929)
C (-4.22194, -1.31884, 2.22964)
C (-3.23439, -0.68513, 1.46383)
C (-3.59819, 0.22264, 0.46811)
C (-4.94489, 0.49932, 0.23416)
C (-5.93005, -0.12034, 1.00603)
C (-5.56746, -1.02777, 2.01000)
H (-8.25807, -3.04508, 4.47863)
H (-7.61645, -4.77532, 6.13042)
H (-5.22857, -5.39161, 6.42627)
H (-3.47676, -4.24711, 5.10195)
H (-2.18123, -0.89984, 1.63747)
H (-2.83024, 0.71065, -0.12814)
H (-5.22890, 1.19963, -0.54838)
H (-6.97910, 0.10362, 0.81907)

Summary:
E_HOMO ... -8.575 eV
SMILES ... C=Cc1c(CCCCN)c(F)c(CCCC(=O)O)c2nc(PP(=O)(O)O)cnc12.O=C1c2ccccc2C(=O)c2ccccc21.O=C1c2ccccc2C(=O)c2ccccc21
Kohn-Sham gap ... 6.78 eV

C6H13N3 | wB97M-V/def2-TZVPD

CARTESIAN COORDINATES (ANGSTROEM)
C (-2.16956, -1.09860, -0.34719)
C (-0.87363, -1.57469, -0.11450)
C (3.52472, 0.17368, -0.18043)
C (-3.36081, 1.04827, -0.09813)
C (2.03357, 0.35448, -0.38523)
C (1.25994, -0.50212, 0.66459)
N (-1.06736, 0.61552, 0.41933)
N (-2.23000, 0.18215, -0.01346)
N (-0.10292, -0.62865, 0.36837)
H (-3.01061, -1.65396, -0.72983)
H (-0.52461, -2.58345, -0.28665)
H (3.82593, 0.39996, 0.83817)
H (4.05575, 0.85919, -0.83993)
H (3.85210, -0.83123, -0.43273)
H (-3.10786, 1.97332, -0.62545)
H (-4.17652, 0.55455, -0.62611)
H (-3.71482, 1.32765, 0.90014)
H (1.76622, 1.40577, -0.26619)
H (1.75717, 0.03045, -1.39077)
H (1.40026, -0.05472, 1.65376)
H (1.68111, -1.51388, 0.67774)
H (-0.81808, 1.51633, 0.81450)

Summary:
Energy relative to the best compared isomer or geometry (same formula, charge and spin) ... 81.7 kcal/mol
E_HOMO ... -19.195 eV
Charge ... +2
Kohn-Sham gap ... 8.69 eV